{"formula": "C45H103Cl2N2O20", "method": "wB97M-V/def2-TZVPD", "charge": 1, "homo_lumo_gap_ev": 8.65, "spin_multiplicity": 1, "total_energy_ev": -117294.090, "lumo_ev": -2.24, "elements": ["C", "H", "H", "C", "O", "H", "C", "H", "H", "C", "O", "H", "H", "H", "O", "H", "H", "Cl", "H", "H", "O", "O", "H", "C", "C", "C", "H", "C", "C", "H", "H", "C", "H", "H", "C", "H", "C", "C", "H", "C", "H", "O", "C", "H", "H", "C", "H", "H", "C", "H", "H", "C", "C", "H", "H", "H", "O", "H", "H", "H", "C", "O", "H", "H", "H", "H", "C", "H", "H", "H", "H", "C", "H", "C", "H", "H", "H", "H", "H", "H", "C", "H", "H", "O", "H", "H", "H", "C", "H", "H", "H", "H", "H", "H", "H", "C", "C", "O", "H", "C", "O", "N", "H", "H", "H", "O", "C", "C", "H", "H", "C", "H", "C", "H", "O", "C", "H", "H", "H", "H", "O", "C", "Cl", "C", "C", "C", "C", "H", "H", "H", "H", "H", "H", "H", "H", "O", "C", "O", "C", "H", "H", "H", "C", "H", "C", "H", "H", "H", "N", "C", "H", "H", "H", "O", "H", "C", "O", "H", "C", "H", "H", "H", "H", "O", "H", "H", "H", "H", "O", "H", "H", "H"], "xyz": [[6.037, -25.960, -8.900], [5.910, -31.888, -7.958], [11.739, -21.287, -15.692], [8.588, -21.446, -8.820], [12.332, -22.723, -16.057], [13.123, -22.887, -15.504], [9.080, -26.764, -10.537], [12.902, -28.850, -15.794], [4.614, -26.308, -7.364], [10.304, -24.924, -10.590], [8.590, -26.439, -15.539], [6.628, -26.125, -15.646], [13.736, -25.629, -17.165], [16.255, -22.517, -11.003], [12.914, -27.073, -12.994], [9.979, -21.575, -7.140], [5.661, -29.153, -9.906], [5.815, -21.739, -11.763], [6.579, -25.418, -4.165], [14.006, -24.823, -5.695], [11.679, -21.125, -18.190], [15.384, -22.679, -11.383], [10.369, -31.347, -10.167], [12.551, -23.843, -7.020], [12.229, -21.152, -12.089], [10.591, -30.609, -12.206], [11.886, -23.975, -18.561], [6.589, -23.288, -11.450], [5.396, -28.888, -10.929], [9.591, -26.167, -18.224], [6.426, -23.650, -10.439], [10.618, -21.109, -9.945], [14.325, -22.009, -13.647], [6.664, -26.060, -18.025], [10.946, -19.998, -17.722], [11.483, -20.372, -11.939], [4.316, -24.416, -8.248], [5.492, -29.225, -13.199], [6.010, -25.845, -9.982], [5.188, -30.005, -11.918], [9.050, -24.720, -8.015], [8.488, -31.085, -11.051], [13.441, -25.003, -6.608], [10.692, -23.957, -10.318], [6.545, -26.855, -8.545], [8.890, -27.422, -16.529], [8.471, -27.538, -10.100], [4.528, -28.216, -10.912], [14.373, -25.031, -7.808], [4.161, -23.941, -9.221], [3.907, -26.536, -8.922], [11.635, -19.466, -16.473], [12.916, -27.864, -15.317], [10.022, -24.928, -13.884], [8.351, -31.459, -9.164], [12.992, -22.844, -6.928], [6.305, -28.393, -4.011], [10.489, -25.668, -7.863], [13.772, -19.668, -12.046], [11.984, -27.329, -15.508], [7.510, -25.616, -16.047], [13.890, -27.016, -15.907], [5.851, -29.301, -7.541], [7.160, -27.315, -5.527], [15.165, -24.286, -7.718], [5.807, -22.861, -7.950], [7.596, -25.711, -17.584], [10.154, -29.884, -13.994], [7.675, -24.639, -15.599], [7.652, -23.155, -11.629], [12.825, -25.900, -6.556], [9.567, -20.830, -7.829], [8.267, -28.309, -16.382], [9.511, -25.649, -8.344], [12.696, -19.314, -16.684], [10.672, -31.598, -12.661], [7.003, -30.047, -6.451], [5.712, -24.009, -6.605], [14.396, -24.838, -13.748], [8.904, -26.441, -7.910], [5.965, -27.838, -2.749], [13.343, -25.333, -9.698], [16.450, -23.483, -13.002], [14.068, -22.843, -14.078], [8.057, -22.312, -8.427], [5.913, -30.797, -11.724], [11.607, -23.813, -6.472], [6.777, -29.875, -7.507], [11.508, -21.740, -9.857], [10.644, -20.519, -10.865], [13.061, -27.296, -12.073], [14.777, -27.326, -15.692], [13.115, -22.611, -11.221], [11.551, -25.176, -13.326], [6.423, -27.290, -13.165], [15.583, -23.687, -12.371], [11.836, -24.030, -16.343], [11.452, -20.411, -15.407], [11.862, -21.645, -17.393], [12.227, -24.568, -17.717], [9.433, -21.885, -9.894], [9.652, -25.761, -9.784], [14.808, -26.001, -8.048], [7.891, -20.686, -9.184], [14.880, -21.561, -12.060], [7.972, -31.780, -8.337], [5.747, -26.105, -4.313], [5.099, -26.664, -3.083], [4.978, -25.573, -4.879], [8.679, -29.513, -7.754], [6.682, -31.182, -8.265], [4.095, -27.047, -3.300], [6.670, -28.292, -12.814], [7.832, -24.753, -18.044], [12.272, -24.103, -8.401], [9.477, -26.528, -11.828], [11.639, -22.929, -12.104], [4.577, -28.709, -13.498], [11.207, -18.519, -16.142], [9.247, -27.026, -12.755], [12.571, -21.871, -10.914], [9.847, -30.709, -10.878], [5.960, -24.544, -12.526], [10.540, -20.140, -8.754], [10.646, -24.633, -13.035], [13.152, -28.160, -13.862], [10.857, -23.143, -12.836], [11.141, -22.688, -13.784], [3.447, -24.262, -7.608], [12.211, -24.750, -15.609], [9.129, -20.137, -7.105], [11.485, -19.857, -8.296], [12.530, -29.015, -13.576], [14.184, -28.529, -13.777], [15.746, -24.660, -11.887], [13.589, -24.952, -17.843], [13.533, -24.542, -8.969], [6.567, -28.213, -11.371], [8.731, -26.722, -17.855], [11.663, -25.514, -17.759], [10.747, -23.936, -16.287], [9.972, -22.626, -12.460], [13.421, -20.452, -12.734], [6.438, -31.015, -9.322], [4.585, -25.882, -8.373], [11.564, -30.165, -11.975], [10.046, -19.232, -9.109], [5.516, -27.709, -5.849], [10.111, -25.315, -11.854], [14.316, -23.908, -13.184], [14.012, -23.688, -9.452], [5.571, -28.491, -1.966], [8.218, -30.573, -11.828], [6.603, -24.751, -8.323], [5.715, -29.853, -14.065], [6.184, -27.409, -5.038], [14.601, -21.239, -12.925], [11.805, -21.864, -12.810], [5.623, -23.903, -7.688], [9.856, -29.690, -10.464], [8.449, -27.450, -18.616], [13.184, -19.918, -13.650], [7.616, -28.663, -13.204], [9.899, -29.724, -13.082], [13.484, -24.046, -12.484], [4.883, -25.984, -2.256], [4.179, -30.414, -11.924], [9.929, -27.720, -16.362], [7.862, -29.043, -7.951], [6.937, -27.574, -2.298], [9.895, -20.260, -17.561], [10.890, -19.213, -18.480]], "mulliken_charge": [1.613, 0.403, 0.450, 0.156, -0.349, 0.100, -1.111, 0.480, 0.052, -1.604, 0.145, 0.206, 0.398, 0.367, -0.026, 0.073, -0.788, -0.167, 0.306, 0.406, -0.598, -0.526, 0.616, -0.674, 0.855, -0.463, 0.458, 3.054, 0.445, -0.049, -1.421, 0.791, 0.673, 0.288, -0.439, 0.810, -0.695, -0.790, -0.516, -0.515, -0.013, -0.656, -0.670, 0.901, -1.014, -0.192, 1.040, 0.143, -0.793, 0.215, 0.413, -0.489, -0.217, -0.042, 0.314, 0.406, -0.454, 0.024, 0.529, -0.365, -0.373, -0.472, 0.276, -0.003, 0.380, 0.221, -0.800, 0.153, 0.317, -1.307, 0.271, -0.614, 0.337, -0.046, 0.272, 0.393, 0.452, 0.254, 0.332, 0.054, -0.647, -0.064, 0.448, -0.785, -0.492, 0.141, 0.292, -0.395, 0.077, -0.425, 0.087, 0.303, -0.327, -0.415, -0.483, -1.071, 0.536, -0.404, 0.411, -1.081, -0.186, 0.568, 0.360, 0.361, 0.493, -0.639, -0.180, -0.679, 0.101, 0.297, 0.035, 0.225, -0.012, 0.332, 0.083, -1.261, 0.414, 0.399, 0.386, 0.616, -0.459, -0.174, -0.209, -0.976, 0.328, 0.017, 0.244, -0.245, 0.482, -0.615, 0.478, 0.362, -0.187, 0.436, 0.431, -0.652, 0.181, 0.779, -0.324, 0.439, 0.381, -0.128, -1.604, -0.413, -0.391, 0.314, 0.329, -0.104, 1.321, 1.131, -0.077, 0.376, 0.196, -0.084, 0.430, 0.369, -0.632, -0.115, -0.455, -0.092, 0.438, 0.225, -0.059, -0.244, -0.855, 0.456, 0.489, -0.030, -0.382, 0.249, 0.217, 0.393]}